Entry 1:
Below is 2 unconnected molecules or ions with the total composition C3H11N2O2 in a non-equilibrium geometry, with properties calculated with ωB97M-V/def2-TZVPD.

Values from the calculation:
Charge ... +1
LUMO energy ... -3.174 eV
Max |F| ... 0.06350 Eh/bohr
Highest occupied orbital energy ... -14.21 eV
E_tot ... -380.66361 a.u.
ΔE to the lowest compared entry with this formula, charge and spin ... 132.0 kJ/mol

```
18
Properties=species:S:1:pos:R:3:nbo_charge:R:1
O -1.29100 -1.22578 0.16001 -0.62
O 1.66895 -1.87686 -0.05877 -0.97
N -2.33819 0.48566 -0.99683 -0.79
N 0.34300 0.33110 1.63840 -0.71
C 0.93674 0.73397 -0.69385 -0.62
C -1.42876 -0.06616 -0.18547 0.67
C -0.21389 0.82157 0.32697 -0.13
H 1.03452 -0.37002 -0.88169 0.25
H -2.20826 1.38274 -1.43306 0.42
H -0.68110 1.81862 0.40715 0.22
H -0.34552 0.15076 2.36501 0.45
H -2.96851 -0.17715 -1.42721 0.43
H 2.20845 -2.67461 0.06902 0.51
H 0.61047 1.29486 -1.58126 0.24
H 0.70005 -0.61789 1.28749 0.50
H 1.81423 1.16506 -0.20919 0.22
H 1.05686 -2.08976 -0.77545 0.49
H 1.10197 0.91388 1.98872 0.45
```

=====

Entry 2:
Below is 2 unconnected molecules or ions with the total composition C3H11N2O2 in a non-equilibrium geometry, with properties calculated with ωB97M-V/def2-TZVPD.

Values from the calculation:
Charge ... +1
LUMO energy ... -3.354 eV
Max |F| ... 0.08722 Eh/bohr
Highest occupied orbital energy ... -14.14 eV
E_tot ... -380.62911 a.u.
ΔE to the lowest compared entry with this formula, charge and spin ... 222.5 kJ/mol

```
18
Properties=species:S:1:pos:R:3:nbo_charge:R:1
O -0.06702 2.72871 -0.09821 -0.55
O 0.86663 -1.35968 -1.34781 -1.02
N 1.82845 1.62955 0.28362 -0.83
N -1.07708 0.00631 -0.10993 -0.50
C -1.45186 -1.43329 0.20951 -0.43
C -0.22248 0.56496 0.95488 -0.33
C 0.44984 1.77086 0.38941 0.64
H 1.62554 -1.81396 -1.06128 0.52
H 0.62607 -1.23409 -2.29084 0.52
H -0.76142 1.07730 1.83021 0.28
H 2.35981 2.29031 -0.31039 0.42
H -0.66850 -0.04282 -1.04045 0.46
H -1.88197 -1.91877 -0.63788 0.24
H 0.51249 -0.19659 1.25175 0.24
H -2.02362 -1.43642 1.23473 0.24
H -0.57899 -2.09110 0.30086 0.25
H -1.97778 0.56486 -0.12790 0.46
H 2.44189 0.89384 0.56972 0.40
```

=====

Entry 3:
Below is a molecular structure, C3H11N2OS in a non-equilibrium geometry, with properties calculated with ωB97M-V/def2-TZVPD.

Values from the calculation:
Charge ... -1
LUMO energy ... 3.034 eV
Max |F| ... 0.05785 Eh/bohr
Highest occupied orbital energy ... -2.59 eV
E_tot ... -703.72968 a.u.
ΔE to the lowest compared entry with this formula, charge and spin ... 405.4 kJ/mol

```
18
Properties=species:S:1:pos:R:3:nbo_charge:R:1
S 2.93441 0.37071 1.10142 -0.72
O 3.81369 -1.93347 -0.82385 -1.02
N -3.86963 1.00582 0.79412 -0.88
N -2.47512 0.35773 -1.02128 -0.67
C 1.05880 -0.73237 -0.61139 -0.63
C 1.17162 0.40511 0.45654 -0.51
C -2.93053 1.31828 -0.23300 0.19
H -3.70004 1.32893 1.81988 0.40
H 1.00259 1.44894 -0.00079 0.18
H 3.53450 -1.32063 -0.12163 0.50
H -2.57259 2.36818 -0.15077 0.15
H 4.60588 -2.43898 -0.56551 0.45
H 1.81034 -0.48319 -1.29081 0.21
H -4.29112 0.10364 0.56001 0.40
H 0.07995 -0.75351 -1.09689 0.19
H 0.53207 0.19347 1.28235 0.16
H 1.19371 -1.77361 -0.15245 0.20
H -1.89854 0.53492 0.05404 0.41
```

=====

Entry 4:
Below is a molecular structure, C3H11N2Os in a non-equilibrium geometry, with properties calculated with ωB97M-V/def2-TZVPD.

Values from the calculation:
Charge ... +1
LUMO energy (alpha / beta) ... -3.345 / -6.097 eV
Max |F| ... 0.08804 Eh/bohr
Highest occupied orbital energy (alpha / beta) ... -10.30 / -14.57 eV
E_tot ... -320.62346 a.u.
ΔE to the lowest compared entry with this formula, charge and spin ... 0.0 kJ/mol
Spin multiplicity ... 5

```
17
Properties=species:S:1:pos:R:3:nbo_charge:R:1
Os 0.07357 0.95303 0.30253 1.36
N 0.86598 -0.78661 0.05292 -0.57
N -1.70442 0.31472 -0.45555 -1.09
C 1.59853 -3.25946 -0.29855 -0.75
C -0.72688 2.75104 0.75125 -1.04
C 1.13552 -1.90269 -0.11067 0.58
H -1.44503 3.06673 -0.01315 0.23
H 1.05532 -3.93160 0.38198 0.29
H -1.23008 2.60875 1.71499 0.25
H 2.67675 -3.32307 -0.09061 0.30
H 0.05537 3.51728 0.87343 0.27
H -1.55857 0.03851 -1.43677 0.42
H -2.45597 1.00370 -0.44832 0.44
H 1.40667 -3.57120 -1.33597 0.29
H 0.85856 1.61516 -0.94572 -0.31
H -2.02343 -0.50514 0.05906 0.43
H 1.41811 1.41085 0.99914 -0.12
```

=====

Entry 5:
Below is C3H11N2PS in the gas phase in a non-equilibrium geometry, with properties calculated with ωB97M-V/def2-TZVPD.

Values from the calculation:
Charge ... 0
LUMO energy ... 0.841 eV
Max |F| ... 0.08941 Eh/bohr
Highest occupied orbital energy ... -8.74 eV
E_tot ... -969.95854 a.u.
ΔE to the lowest compared entry with this formula, charge and spin ... 59.2 kJ/mol

```
18
Properties=species:S:1:pos:R:3:nbo_charge:R:1
S -2.36394 -0.82214 0.67192 -0.56
P -1.02241 0.28570 -0.20452 1.53
N -0.83155 2.22795 0.41361 -1.10
N -1.32853 0.50593 -1.83546 -1.18
C 0.82550 -1.68672 -0.60155 -0.60
C 0.75114 -0.25098 -0.15488 -0.54
C 1.10167 -0.30361 1.36570 -0.61
H 2.05346 -0.64096 1.36496 0.20
H 0.19277 -2.19960 -0.04231 0.22
H -0.16785 2.23279 1.19830 0.36
H 1.85488 -1.90661 -0.27526 0.21
H 0.51904 -1.72599 -1.58987 0.22
H 1.09382 0.62565 2.04202 0.21
H -1.77217 2.43926 0.76611 0.37
H 1.46903 0.37890 -0.60606 0.24
H -2.24513 0.89043 -2.02370 0.41
H -0.63913 0.94151 -2.40626 0.40
H 0.50941 -0.99150 1.91724 0.23
```

=====

Entry 6:
Below is 2 unconnected molecules or ions with the total composition C3H11N2S in a non-equilibrium geometry, with properties calculated with ωB97M-V/def2-TZVPD.

Values from the calculation:
Charge ... +1
LUMO energy ... -4.298 eV
Max |F| ... 0.05143 Eh/bohr
Highest occupied orbital energy ... -12.26 eV
E_tot ... -628.34091 a.u.
ΔE to the lowest compared entry with this formula, charge and spin ... 95.2 kJ/mol

```
17
Properties=species:S:1:pos:R:3:nbo_charge:R:1
S -1.94529 0.76800 0.00506 -0.08
N 2.58810 -0.40757 0.50937 -0.70
N 1.90279 1.44918 -0.71094 -0.72
C -1.85635 -1.02561 -0.31955 -0.51
C -1.21548 -1.83784 0.82574 -0.62
C 2.75376 0.49652 -0.44328 0.41
H -1.25112 -1.16183 -1.20911 0.21
H 3.07871 -1.28465 0.52010 0.45
H 1.84306 1.81470 -1.65146 0.44
H -2.40509 0.70073 1.28134 0.14
H 1.34224 1.98690 -0.06195 0.45
H 1.69742 -0.25219 0.98110 0.43
H -1.82075 -2.29257 1.61139 0.24
H -0.47239 -1.23739 1.34786 0.18
H 3.45874 0.22090 -1.22093 0.23
H -2.85655 -1.34814 -0.60931 0.23
H -0.76705 -2.68702 0.30440 0.22
```

=====

Entry 7:
Below is a gas-phase ion, C3H11N2S (charge +1) in a non-equilibrium geometry, with properties calculated with ωB97M-V/def2-TZVPD.

Values from the calculation:
Charge ... +1
LUMO energy ... -3.235 eV
Max |F| ... 0.06507 Eh/bohr
Highest occupied orbital energy ... -13.41 eV
E_tot ... -628.28689 a.u.
ΔE to the lowest compared entry with this formula, charge and spin ... 237.0 kJ/mol

```
17
Properties=species:S:1:pos:R:3:nbo_charge:R:1
S 1.55881 1.46320 -0.01273 -0.14
N -1.01971 0.45567 0.30318 -0.56
N 2.23994 -1.33625 -0.26540 -0.82
C -0.19320 -0.67670 -0.17295 -0.29
C -2.39641 0.72774 -0.28320 -0.46
C 1.36321 -0.43446 0.31926 -0.09
H -0.63567 1.40516 0.14552 0.47
H -0.99154 0.42242 1.38587 0.45
H 2.44769 -1.08532 -1.24886 0.38
H 1.39056 -0.67085 1.34873 0.21
H -2.62038 1.79867 -0.41171 0.25
H -0.69924 -1.68921 -0.05122 0.27
H -3.28750 0.22844 0.15116 0.26
H -2.50926 0.13666 -1.21760 0.25
H 2.34991 1.47097 1.09623 0.17
H -0.21502 -0.80932 -1.32518 0.24
H 3.21783 -1.40681 0.23890 0.41
```

=====

Entry 8:
Below is 2 unconnected molecules or ions with the total composition C3H11N2S in a non-equilibrium geometry, with properties calculated with ωB97M-V/def2-TZVPD.

Values from the calculation:
Charge ... +1
LUMO energy ... -3.686 eV
Max |F| ... 0.05097 Eh/bohr
Highest occupied orbital energy ... -14.08 eV
E_tot ... -628.27656 a.u.
ΔE to the lowest compared entry with this formula, charge and spin ... 264.1 kJ/mol

```
17
Properties=species:S:1:pos:R:3:nbo_charge:R:1
S 0.89057 2.08143 0.51688 0.09
N -0.02867 -0.63054 -0.25968 -0.52
N -1.52896 0.97799 1.29054 -0.77
C 1.02125 -1.69407 -0.39115 -0.44
C -0.25103 0.03715 -1.64865 -0.44
C -0.20362 0.88540 1.20682 0.06
H 0.09880 0.47042 2.15440 0.23
H -1.17768 0.68885 -1.46335 0.20
H -1.92010 0.13779 1.70034 0.43
H 1.82645 2.07697 1.58793 0.20
H 0.90258 -2.21265 -1.35611 0.22
H -0.94598 -0.90860 0.00094 0.37
H -0.55116 -0.80303 -2.37757 0.24
H -1.90286 1.76545 0.82613 0.43
H 2.02316 -1.14259 -0.40854 0.22
H 0.60624 0.70355 -1.83615 0.23
H 1.14103 -2.43351 0.45723 0.24
```

=====

Entry 9:
Below is 2 unconnected molecules or ions with the total composition C3H11N2S in a non-equilibrium geometry, with properties calculated with ωB97M-V/def2-TZVPD.

Values from the calculation:
Charge ... +1
LUMO energy ... -4.545 eV
Max |F| ... 0.12220 Eh/bohr
Highest occupied orbital energy ... -12.45 eV
E_tot ... -628.31183 a.u.
ΔE to the lowest compared entry with this formula, charge and spin ... 171.5 kJ/mol

```
17
Properties=species:S:1:pos:R:3:nbo_charge:R:1
S 0.00252 1.14238 -0.16248 -0.13
N 1.07597 -1.88984 -0.11760 -0.68
N -0.02588 -3.70515 -0.95762 -0.74
C 0.89145 -3.19237 -0.10438 0.42
C -0.82186 2.75949 -0.06956 -0.46
C -1.05083 3.31886 1.38545 -0.62
H 0.31804 -1.26781 -0.24900 0.43
H -1.82257 4.13542 1.32539 0.23
H -1.46831 2.42320 1.89069 0.21
H 1.81864 -1.48532 0.36286 0.43
H -1.63467 2.49787 -0.53396 0.19
H 1.54240 -3.81323 0.58966 0.25
H -0.06928 3.68629 1.79726 0.22
H -0.30897 3.65110 -0.55877 0.23
H 1.08745 1.61211 0.53902 0.15
H -0.10716 -4.70740 -1.25872 0.46
H -0.85900 -3.16127 -1.04726 0.42
```

=====

Entry 10:
Below is 3 unconnected molecules or ions with the total composition C3H11N2S in a non-equilibrium geometry, with properties calculated with ωB97M-V/def2-TZVPD.

Values from the calculation:
Charge ... +1
LUMO energy (alpha / beta) ... -8.788 / -8.799 eV
Max |F| ... 0.06470 Eh/bohr
Highest occupied orbital energy (alpha / beta) ... -12.66 / -12.65 eV
E_tot ... -628.15269 a.u.
ΔE to the lowest compared entry with this formula, charge and spin ... 589.3 kJ/mol

```
17
Properties=species:S:1:pos:R:3:nbo_charge:R:1
S -0.01513 -2.32536 -0.47672 0.31
N 3.82435 -0.01283 0.15737 -1.09
N -0.91272 0.52867 -0.10817 -0.24
C -2.76479 -0.76428 0.63499 -0.67
C -0.04087 1.52107 -0.65027 -0.47
C -2.05763 0.52447 0.33472 0.20
H -0.53458 2.39671 -0.99894 0.24
H 0.76189 1.87090 -0.05400 0.25
H 2.86909 -0.20973 0.36992 0.35
H 1.18088 -2.70904 -1.07869 0.15
H -3.55959 -0.60307 1.35407 0.26
H 0.56754 1.18230 -1.43832 0.25
H 4.47091 -0.75211 -0.07427 0.38
H -2.16015 -1.57187 0.97302 0.23
H -3.19865 -1.13274 -0.29403 0.26
H -2.64919 1.48839 0.55601 0.24
H 4.21863 0.56852 0.79330 0.36
```

=====

Entry 11:
Below is a molecular structure, C3H11N2S in a non-equilibrium geometry, with properties calculated with ωB97M-V/def2-TZVPD.

Values from the calculation:
Charge ... +1
LUMO energy (alpha / beta) ... -3.355 / -6.211 eV
Max |F| ... 0.10267 Eh/bohr
Highest occupied orbital energy (alpha / beta) ... -10.02 / -12.96 eV
E_tot ... -628.17621 a.u.
ΔE to the lowest compared entry with this formula, charge and spin ... 0.0 kJ/mol
Spin multiplicity ... 3

```
17
Properties=species:S:1:pos:R:3:nbo_charge:R:1
S 1.53165 -0.36890 -1.40728 0.24
N -0.34190 1.64386 0.27050 -0.85
N -1.14174 -0.51915 -0.37753 -0.56
C 2.97020 -0.50488 -0.25012 -0.74
C -0.09890 0.29637 0.15530 0.01
C -2.37931 -0.19235 0.30402 -0.44
H -0.50692 2.15034 -0.63097 0.39
H -2.17706 -0.19022 1.41302 0.24
H 0.21467 2.16945 0.90812 0.42
H 2.64364 -1.31814 0.47285 0.24
H -2.79657 0.71684 0.05012 0.24
H 0.28524 -0.21680 1.07318 0.19
H -0.87442 -1.55293 -0.08634 0.46
H -1.25842 -0.57037 -1.44969 0.43
H 3.29910 0.41827 0.04413 0.25
H -3.13401 -1.05136 0.32336 0.24
H 3.76477 -0.91001 -0.81267 0.25
```

=====

Entry 12:
Below is 2 unconnected molecules or ions with the total composition C3H11N3 in a non-equilibrium geometry, with properties calculated with ωB97M-V/def2-TZVPD.

Values from the calculation:
Charge ... 0
LUMO energy ... 1.124 eV
Max |F| ... 0.06362 Eh/bohr
Highest occupied orbital energy ... -7.85 eV
E_tot ... -285.03402 a.u.
ΔE to the lowest compared entry with this formula, charge and spin ... 377.6 kJ/mol

```
17
Properties=species:S:1:pos:R:3:nbo_charge:R:1
N -0.19417 1.77178 -0.21375 -0.75
N 2.90751 0.83812 -0.32808 -0.64
N -0.66102 0.69324 0.57470 -0.48
C 1.97165 0.03551 0.02448 -0.02
C -0.99670 -1.82354 0.02013 -0.63
C -1.50502 -0.44514 -0.31151 -0.22
H 1.47997 -0.16546 0.98254 0.17
H 0.05183 -1.80316 0.30900 0.22
H 0.36671 2.39833 0.35811 0.38
H -1.30051 1.13348 1.24485 0.33
H -1.52829 -0.23481 -1.38670 0.20
H 1.79932 -0.81183 -0.66982 0.14
H -2.51840 -0.30843 0.06243 0.19
H 3.30626 1.46816 0.36727 0.33
H -0.63511 1.98898 -1.10552 0.37
H -1.49623 -2.23207 0.89903 0.21
H -1.04779 -2.50314 -0.82717 0.22
```